[1]
DFT (ωB97M-V/def2-TZVPD) results for C24H25MnN3O5Te as an isolated structure at a distorted geometry.

Spin multiplicity = 2
Highest occupied orbital energy (alpha / beta) = -14.20 / -14.21 eV
Charge = +2

```
59
C24H25MnN3O5Te ωB97M-V/def2-TZVPD
Mn 1.19 -0.12 0.41
O -2.35 4.21 0.41
C -1.23 4.50 -0.23
O -0.92 5.62 -0.55
C -0.30 3.38 -0.57
C 0.81 3.56 -1.37
N 1.47 2.39 -1.43
N 0.85 1.44 -0.73
C -0.23 2.03 -0.20
C -1.16 1.13 0.55
O -2.26 1.49 0.90
O -0.71 -0.10 0.71
H -2.44 3.25 0.59
H 1.14 4.46 -1.86
H 2.29 2.18 -1.98
C 4.50 -0.09 -1.07
N 4.96 0.03 0.31
C 6.42 -0.06 0.50
C 4.15 0.25 1.32
C 4.72 0.45 2.69
O 2.89 0.30 1.21
H 4.71 -1.08 -1.46
H 5.02 0.64 -1.69
H 3.43 0.08 -1.13
H 6.85 -0.47 -0.41
H 6.67 -0.72 1.33
H 6.85 0.92 0.67
H 5.59 1.10 2.68
H 5.03 -0.52 3.11
H 3.96 0.87 3.33
C -4.70 -2.98 0.06
Te -3.35 -1.40 0.45
C -2.10 -2.90 1.23
C -2.91 -4.17 1.32
C -2.40 -5.29 1.97
C -3.17 -6.44 2.08
C -4.45 -6.47 1.53
C -4.95 -5.36 0.87
C -4.18 -4.21 0.76
H -4.72 -3.10 -1.03
H -5.72 -2.71 0.35
H -1.71 -2.57 2.19
H -1.25 -2.97 0.54
H -1.41 -5.26 2.41
H -2.78 -7.30 2.60
H -5.06 -7.36 1.63
H -5.95 -5.38 0.44
C 1.44 -1.50 -0.44
C 1.66 -2.87 -0.77
C 1.47 -3.41 -2.05
C 1.62 -4.76 -2.25
C 1.94 -5.59 -1.17
C 2.13 -5.07 0.10
C 2.00 -3.71 0.31
H 1.20 -2.76 -2.88
H 1.50 -5.18 -3.24
H 2.04 -6.66 -1.33
H 2.37 -5.72 0.93
H 2.16 -3.28 1.29
```

***

[2]
DFT (ωB97M-V/def2-TZVPD) results for a 2-piece molecular cluster, C24H25N2O5S overall at a distorted geometry.

Spin multiplicity = 1
Highest occupied orbital energy = -2.72 eV
Charge = -1

```
57
C24H25N2O5S ωB97M-V/def2-TZVPD
C -6.25 -2.52 2.51
O -6.10 -1.09 2.53
C -4.85 -0.55 2.55
C -4.78 0.87 2.61
C -3.56 1.48 2.69
C -2.37 0.73 2.67
C -1.09 1.44 2.71
N 0.01 0.79 2.55
S 1.50 1.61 2.51
C 2.67 0.26 2.51
C 3.16 -0.22 3.72
C 4.15 -1.20 3.72
C 4.66 -1.70 2.51
C 5.73 -2.75 2.53
C 4.14 -1.21 1.30
C 3.16 -0.22 1.30
O 1.62 2.31 1.25
O 1.68 2.33 3.75
C -2.43 -0.67 2.57
C -3.65 -1.32 2.52
H -7.34 -2.65 2.50
H -5.81 -2.97 1.61
H -5.82 -2.99 3.41
H -5.71 1.43 2.60
H -3.48 2.57 2.75
H -1.18 2.53 2.83
H 2.79 0.18 4.66
H 4.53 -1.60 4.66
H 6.01 -3.03 1.51
H 6.63 -2.38 3.05
H 5.39 -3.65 3.06
H 4.53 -1.61 0.36
H 2.78 0.17 0.36
H -1.50 -1.24 2.53
H -3.72 -2.41 2.46
C -5.96 2.29 6.98
C -4.71 3.12 6.80
O -3.56 2.25 6.75
C -2.43 2.95 6.43
C -1.23 2.21 6.77
C 0.04 2.81 6.76
C 0.26 4.12 6.22
C 1.53 4.69 6.24
N 2.58 4.07 6.77
C 2.43 2.85 7.30
C 1.20 2.18 7.31
O -2.52 4.07 5.92
H -6.79 2.96 7.20
H -6.20 1.75 6.06
H -5.88 1.56 7.79
H -4.77 3.69 5.86
H -4.57 3.82 7.64
H -1.34 1.20 7.13
H -0.57 4.66 5.79
H 1.69 5.68 5.81
H 3.32 2.38 7.73
H 1.14 1.18 7.74
```